# 1
A 2-piece molecular cluster, C2H5NO3 overall. Source: the Open Molecules 2025 dataset; level of theory: ωB97M-V with the def2-TZVPD basis set.

Each line ends with the Mulliken charge.
Geometry (Å):
N (-1.49814, 0.95676, -0.41547)  -0.268
C (-1.02088, 1.28738, 0.79853)  0.110
O (-0.24601, 0.59754, 1.42011)  -0.595
H (-2.33996, 1.37100, -0.78586)  0.208
H (-1.12996, 0.13460, -0.84338)  0.209
H (-1.29934, 2.28502, 1.15775)  0.320
O (0.99485, -0.75169, -1.38466)  -0.504
C (1.56436, -1.50551, -0.66181)  0.200
O (1.58176, -1.42639, 0.68459)  -0.408
H (2.14361, -2.41132, -0.88774)  0.329
H (1.24971, -0.53738, 0.91795)  0.399

Computed properties:
energy = -359.70932 Ha
energy above the lowest of the compared OMol25 structures with the same formula, charge and spin = 0.0 kcal/mol
M = 91.07 u
highest occupied orbital energy = -10.3912 eV
SMILES string = NC=O.O=CO
max |F| = 2.2 eV/Å
HOMO-LUMO gap = 11.32 eV



# 2
A 2-piece molecular cluster, C25H21F4N2O2 overall. Source: the Open Molecules 2025 dataset; level of theory: ωB97M-V with the def2-TZVPD basis set.

Each line ends with the Mulliken charge.
Geometry (Å):
F (-3.81862, 4.27768, -2.47382)  -0.296
C (-3.51390, 2.93238, -2.38999)  0.367
C (-4.56605, 2.02632, -2.36096)  -0.584
C (-4.21836, 0.67516, -2.28734)  0.389
F (-5.22889, -0.25740, -2.35763)  -0.288
C (-2.90798, 0.24243, -2.17068)  -1.047
C (-1.84131, 1.19805, -2.08377)  1.238
C (-0.55133, 0.70264, -1.74134)  -0.532
C (0.75864, 1.20050, -2.01668)  1.228
C (1.80817, 0.24773, -2.20007)  -0.615
C (3.10381, 0.67330, -2.41030)  0.242
F (4.10519, -0.26187, -2.58479)  -0.360
C (3.46511, 2.02630, -2.46527)  -0.685
C (2.42463, 2.94122, -2.30751)  0.177
F (2.73418, 4.28523, -2.35844)  -0.317
C (1.09556, 2.57952, -2.11023)  -0.709
C (-2.16957, 2.56140, -2.34938)  -0.740
H (-5.60487, 2.35391, -2.45697)  0.500
H (-2.68259, -0.82248, -2.12115)  0.514
H (-0.55943, -0.31589, -1.33157)  0.336
H (1.58436, -0.82042, -2.16538)  0.454
H (4.48817, 2.34588, -2.65510)  0.522
H (0.34461, 3.35423, -1.96796)  0.413
H (-1.40575, 3.31640, -2.49112)  0.483
C (3.64016, 0.22690, 1.12010)  -0.952
O (2.28275, -0.25675, 1.15242)  -0.187
C (1.97745, -1.57681, 1.22707)  0.970
C (0.67381, -1.83266, 1.64337)  -0.213
N (-0.18901, -0.72946, 1.86817)  0.815
C (-0.37750, 0.28104, 0.94859)  -0.381
N (-1.04212, 1.21222, 1.68487)  0.294
C (-1.38871, 2.53239, 1.25158)  -0.949
C (-1.36064, 0.76517, 2.95915)  -0.841
C (-0.83978, -0.46196, 3.06869)  -0.333
C (0.23048, -3.11818, 1.97217)  0.297
O (-1.03844, -3.13711, 2.44057)  -0.320
C (-1.84750, -4.31236, 2.59698)  -0.888
C (1.08615, -4.21006, 1.75175)  -0.543
C (2.36678, -3.95723, 1.25401)  -0.924
C (2.83902, -2.66126, 1.00738)  -0.675
H (3.53353, 1.30896, 1.23451)  0.230
H (4.24180, -0.17203, 1.94815)  0.371
H (4.11110, 0.00075, 0.15226)  0.322
H (-0.90904, 2.73514, 0.29513)  0.247
H (-2.47745, 2.64550, 1.13729)  0.311
H (-1.04919, 3.26909, 1.99404)  0.414
H (-1.88206, 1.37913, 3.66405)  0.493
H (-0.83185, -1.16792, 3.87365)  0.521
H (-2.81008, -3.90034, 2.90671)  0.271
H (-1.96275, -4.85321, 1.65000)  0.365
H (-1.45288, -4.96793, 3.38261)  0.329
H (0.73926, -5.22585, 1.95041)  0.428
H (3.03113, -4.79861, 1.05577)  0.388
H (3.86181, -2.47877, 0.66598)  0.448

Computed properties:
energy = -1624.34547 Ha
energy above the lowest of the compared OMol25 structures with the same formula, charge and spin = 35.9 kcal/mol
M = 457.45 u
highest occupied orbital energy = -11.0855 eV
total charge = +1
max |F| = 1.8 eV/Å
HOMO-LUMO gap = 5.35 eV



# 3
A 2-piece molecular cluster, C2Cl2N2O2 overall. Source: the Open Molecules 2025 dataset; level of theory: ωB97M-V with the def2-TZVPD basis set.

Each line ends with the Mulliken charge.
Geometry (Å):
C (-0.31306, 0.64042, 0.89724)  0.303
C (0.85311, -0.02087, 1.08140)  0.333
N (-1.15184, 1.22868, 0.32890)  -0.423
N (-0.33682, -0.49317, -1.76049)  0.768
O (-0.06471, -1.23730, -0.89503)  -0.343
O (-0.66554, -0.29115, -2.87124)  -0.430
Cl (2.35131, 0.56531, 0.40866)  -0.089
Cl (0.95982, -1.15366, 2.42380)  -0.119

Computed properties:
energy = -1256.37150 Ha
energy above the lowest of the compared OMol25 structures with the same formula, charge and spin = 68.8 kcal/mol
M = 154.94 u
highest occupied orbital energy (alpha / beta) = -9.4613 / -9.2552 eV
max |F| = 3.8 eV/Å
HOMO-LUMO gap (alpha / beta) = 7.71 / 8.62 eV



# 4
An isolated ion of composition C3H8N3O and charge +1. Source: the Open Molecules 2025 dataset; level of theory: ωB97M-V with the def2-TZVPD basis set.

Each line ends with the Mulliken charge.
Geometry (Å):
N (1.42488, -0.95489, -0.85316)  -0.723
C (0.66036, -0.00872, 0.07489)  1.087
O (1.45206, 0.72782, 0.95713)  -0.540
C (-0.29756, -0.89769, 0.77407)  -0.658
C (-1.54121, -0.54132, 0.54470)  -0.660
N (-1.56257, 0.60483, -0.33368)  -0.066
N (-0.18646, 0.78529, -0.75127)  -0.366
H (2.27255, -1.32235, -0.38953)  0.285
H (2.00023, -0.31450, -1.34998)  0.268
H (2.37386, 0.75563, 0.88314)  0.346
H (0.07763, -1.65164, 1.32998)  0.470
H (-2.30089, -0.86557, 1.16134)  0.448
H (-2.31158, 0.43496, -1.13445)  0.403
H (-2.09264, 1.50345, 0.01429)  0.441
H (0.03134, 1.74470, -0.92748)  0.267

Computed properties:
energy = -358.25872 Ha
energy above the lowest of the compared OMol25 structures with the same formula, charge and spin = 86.4 kcal/mol
M = 102.12 u
highest occupied orbital energy = -14.5805 eV
SMILES string = N[C@]1(O)C=C[NH2+]N1
total charge = +1
max |F| = 4.4 eV/Å
HOMO-LUMO gap = 10.76 eV